Record 1
Density functional theory data (ωB97M-V/def2-TZVPD) for an isolated ion of composition C4H5N6OS and charge -1.

Structure (XYZ):
```
17
Properties=species:S:1:pos:R:3:mulliken_charge:R:1
C 0.4614 1.0718 -0.7894 0.42
C -2.6178 -0.8092 -0.0134 0.21
C 1.9013 0.8953 -0.3134 -0.67
C 2.1068 -0.6493 0.1804 -0.16
N -2.1778 1.2641 0.6432 -0.40
N -3.7117 -0.2835 0.6151 -0.34
N -3.3484 0.9308 0.8908 -0.38
N 1.1440 -0.9184 1.1668 -0.69
N -0.3468 0.0494 -0.3081 -0.44
N -1.5940 0.1689 0.1077 0.94
O 0.1098 1.9101 -1.5727 -0.59
S -2.5744 -2.3026 -0.7418 -0.42
H 2.5712 1.1668 -1.0891 0.40
H 1.9611 1.3701 0.5937 0.30
H 2.1595 -1.4419 -0.6664 0.26
H 3.2694 -0.5637 0.3577 0.28
H 0.6864 -1.8587 0.9387 0.29
```

Summary:
Kohn-Sham gap (spin up / spin down): 5.567 / 5.565 eV
ΔE to the lowest compared entry with this formula, charge and spin: 20.2 kcal/mol
Net charge: -1
E: -26048.2407 eV

=====

Record 2
Density functional theory data (ωB97M-V/def2-TZVPD) for one molecule with the formula C4H10N2O.

Structure (XYZ):
```
17
Properties=species:S:1:pos:R:3:mulliken_charge:R:1
C -1.4808 -0.8483 -0.6832 -0.40
C -0.5988 -0.1768 0.4330 -0.82
C 0.5869 0.5525 -0.1303 -0.19
C 1.8140 -0.1957 0.4074 0.36
N 2.6377 0.4541 1.3932 -0.53
O 2.0329 -1.3795 0.1023 -0.57
N -2.0155 0.0340 -1.8453 -0.58
H -1.1238 -1.7767 -1.1654 0.29
H -2.3450 -1.0421 0.0089 0.25
H -0.3054 -0.7725 1.2753 0.44
H -1.2617 0.5335 0.7914 0.34
H 0.6726 1.4969 0.3870 0.16
H 0.6536 0.7973 -1.3044 0.28
H 3.0928 -0.1638 2.0493 0.25
H 2.1459 1.3175 1.7898 0.25
H -2.9430 0.2008 -1.7328 0.24
H -1.5625 0.9689 -1.7761 0.22
```

Summary:
Kohn-Sham gap: 10.384 eV
ΔE to the lowest compared entry with this formula, charge and spin: 49.3 kcal/mol
E: -9336.8514 eV

=====

Record 3
Density functional theory data (ωB97M-V/def2-TZVPD) for C21H15BrCrN3O5 as an isolated structure.

Structure (XYZ):
```
46
Properties=species:S:1:pos:R:3:lowdin_spin:R:1
Cr -0.5694 0.2779 0.3486 3.60
C -1.1545 0.5579 5.1029 0.00
O -0.0161 -0.3718 5.0996 0.00
C 1.0706 -0.0908 4.3655 0.00
C 2.3299 -0.3688 4.9359 0.01
C 3.5030 -0.1487 4.2443 0.00
C 3.4950 0.2444 2.9211 0.01
C 2.2457 0.4016 2.2464 0.01
C 2.4070 0.7174 0.8912 0.07
N 1.4556 0.8360 -0.0324 -0.02
N 1.7633 1.1816 -1.2809 0.00
C 0.8375 0.7665 -2.1324 0.00
O -0.3082 0.3049 -1.7097 0.00
C 1.1171 0.7517 -3.5841 0.00
C 2.3033 1.2611 -4.0803 0.00
C 2.5138 1.3192 -5.4193 0.00
C 1.6697 0.6984 -6.2976 0.00
C 0.5044 0.1365 -5.8430 0.00
C 0.1859 0.1920 -4.4901 0.00
C 1.0015 0.2652 2.9143 0.02
O -0.1585 0.4475 2.3103 0.06
H -1.7159 0.1700 5.9561 0.00
H -1.6696 0.4813 4.1746 0.00
H -0.7977 1.5957 5.2590 0.00
H 2.3225 -0.7531 5.9049 0.00
H 4.4488 -0.1853 4.8006 0.00
H 4.4436 0.5479 2.3918 0.00
H 3.4239 1.0153 0.5822 0.00
H 3.0513 1.6069 -3.3411 0.00
H 3.4910 1.6900 -5.7222 0.00
H 1.9669 0.5735 -7.3217 0.00
H -0.1093 -0.5783 -6.3643 0.00
H -0.6908 -0.3127 -4.1739 0.00
Br -0.4311 -3.0613 0.0036 0.03
C -2.1072 -2.2589 -0.2413 0.04
C -3.3208 -3.0243 -0.4730 -0.01
C -4.5561 -2.3329 -0.4759 0.02
C -4.5675 -0.9488 -0.1802 -0.01
C -3.3718 -0.2660 0.0609 0.03
N -2.1357 -0.9040 -0.0190 0.02
C -3.3053 1.1823 0.1518 0.02
O -4.3043 1.8822 -0.0033 0.02
O -2.0375 1.6622 0.2970 0.06
H -3.2741 -4.0607 -0.8278 0.00
H -5.4743 -2.7593 -0.7323 0.00
H -5.4757 -0.3410 -0.2168 0.00
```

Summary:
Kohn-Sham gap (spin up / spin down): 5.632 / 6.532 eV
ΔE to the lowest compared entry with this formula, charge and spin: 11.0 kcal/mol
Net charge: -1
E: -135194.3483 eV
Spin multiplicity: 5

=====

Record 4
Density functional theory data (ωB97M-V/def2-TZVPD) for C22H41ClNP3PdSe as an isolated structure.

Structure (XYZ):
```
70
Properties=species:S:1:pos:R:3:lowdin_spin:R:1
Pd 0.1728 -0.2033 0.0077 0.98
P 1.7071 -1.9052 -0.2976 0.16
P 0.4443 0.0429 2.3852 0.11
P -1.0402 -0.4310 -2.0660 0.10
H -0.5705 2.4949 1.1027 0.00
C -1.1890 1.9908 0.3529 0.06
C -2.1154 1.0340 0.6775 0.09
H -2.1905 0.6502 1.7023 0.00
C 3.2785 -1.2424 -0.9398 0.02
C 2.2597 -2.9178 1.1110 0.03
C 1.2907 -3.2114 -1.4994 0.03
C -0.5449 1.1744 3.4558 0.03
C 0.3338 -1.4295 3.4909 0.02
C 2.1413 0.6609 2.6721 0.01
C -2.5155 0.5832 -2.4963 0.02
C -1.7239 -2.0779 -2.5266 0.02
C 0.0967 -0.0147 -3.4361 0.01
H -1.1929 2.4541 -0.6372 0.00
H -2.8872 0.7620 -0.0490 0.00
H 3.9711 -2.0868 -1.0771 0.01
H 3.6857 -0.5195 -0.2225 0.00
H 3.0894 -0.7334 -1.8925 0.00
H 3.0982 -3.5322 0.7515 0.01
H 1.4579 -3.5868 1.4485 0.00
H 2.6060 -2.3023 1.9482 0.00
H 2.1399 -3.9094 -1.5432 0.01
H 1.1112 -2.8009 -2.5001 0.00
H 0.4040 -3.7576 -1.1527 0.00
H 0.0353 1.4108 4.3616 0.01
H -1.4658 0.6630 3.7679 0.00
H -0.8194 2.1091 2.9608 0.00
H 0.8019 -1.1976 4.4601 0.00
H 0.8295 -2.3032 3.0623 0.00
H -0.7250 -1.6709 3.6514 0.00
H 2.2166 1.0008 3.7116 0.00
H 2.3540 1.4944 1.9929 0.01
H 2.8790 -0.1275 2.4962 0.00
H -2.6376 0.5882 -3.5907 0.00
H -2.4199 1.6161 -2.1468 0.00
H -3.4200 0.1402 -2.0576 0.00
H -1.9948 -2.0671 -3.5939 0.00
H -2.6205 -2.2826 -1.9275 0.00
H -0.9982 -2.8753 -2.3511 0.00
H -0.4965 0.1323 -4.3475 0.00
H 0.8183 -0.8218 -3.5996 0.00
H 0.6443 0.9045 -3.1929 0.01
C 2.0187 3.9826 -1.1374 0.22
C 0.9519 4.6696 -0.5451 0.06
C 0.8376 6.0573 -0.6646 0.06
C 1.7918 6.8032 -1.3545 0.23
C 2.8788 6.1357 -1.9304 0.03
C 2.9936 4.7474 -1.8361 0.10
Se 2.2196 2.1246 -0.9792 0.51
H 0.6974 1.3638 -0.4768 0.00
H 0.2119 4.1111 0.0035 0.00
H -0.0116 6.5575 -0.2018 0.00
H 1.6877 7.8889 -1.4429 0.01
H 3.6361 6.7080 -2.4539 0.00
H 3.8417 4.2433 -2.2959 0.00
Cl -5.7961 -2.8442 0.1669 0.30
C -4.2080 -3.0837 0.7583 0.20
C -3.8529 -4.2678 1.4157 0.03
C -2.5233 -4.4176 1.7956 0.03
C -1.6109 -3.3887 1.4992 0.21
N -1.9641 -2.2465 0.9082 0.06
C -3.2449 -2.0723 0.5643 0.20
H -4.6131 -5.0296 1.6042 0.00
H -2.1606 -5.3037 2.3208 0.00
H -0.5525 -3.5063 1.7606 0.01
H -3.5282 -1.1315 0.0940 0.00
```

Summary:
Kohn-Sham gap (spin up / spin down): 5.836 / 4.343 eV
Net charge: +4
E: -134139.1911 eV
Spin multiplicity: 5